{"formula": "C4H10N4O", "method": "ωB97M-V with the def2-TZVPD basis set", "homo_energy_ev": -19.3571, "relative_energy_kcal_mol": 67.87, "total_charge": 2, "energy_ev": -12297.5821, "orbital_gap_ev": 10.2, "smiles": "N/C(CC[NH+]=C=[NH2+])=N\\O", "elements": ["O", "N", "N", "N", "N", "C", "C", "C", "C", "H", "H", "H", "H", "H", "H", "H", "H", "H", "H"], "xyz": [[0.415, -2.369, 0.136], [-1.564, 0.715, -0.134], [0.336, -0.998, 0.453], [2.484, -0.517, -0.295], [-2.122, -1.687, -0.221], [-0.565, 1.468, 0.538], [1.264, -0.151, 0.013], [0.764, 1.303, -0.141], [-1.548, -0.571, -0.034], [-2.450, 1.027, -0.369], [-0.610, 1.135, 1.658], [-1.436, -2.464, -0.520], [0.774, 1.459, -1.207], [-0.849, 2.487, 0.414], [-3.131, -1.985, 0.053], [3.132, 0.185, -0.679], [1.339, 2.066, 0.330], [2.737, -1.444, -0.631], [0.671, -2.721, 1.032]], "forces_ev_per_a": [[1.297, 1.006, 1.796], [-0.634, -3.779, 0.370], [-3.906, -0.120, -1.585], [0.390, 0.649, -1.216], [-1.118, -1.750, 0.017], [0.116, 0.291, 2.078], [0.315, 0.575, -0.401], [0.295, -1.900, 1.054], [4.360, -0.322, 0.471], [-2.132, 1.757, -0.865], [0.573, 1.060, -1.977], [-1.133, 1.002, 0.752], [-0.339, 0.366, -0.492], [-0.246, 0.829, 0.379], [2.053, 0.925, -0.718], [-0.437, -0.171, 0.538], [1.303, 0.204, 0.244], [-0.349, -0.225, 0.624], [-0.408, -0.396, -1.069]]}